No. 1
{"formula": "C4H6N2", "method": "ωB97M-V/def2-TZVPD", "species": ["N", "C", "C", "C", "N", "C", "H", "H", "H", "H", "H", "H"], "positions_angstrom": [[-1.998142, 0.037486, -0.050811], [-0.584400, -0.013577, -0.060668], [0.132577, -1.210701, -0.167219], [1.485131, -1.038800, -0.109451], [1.569704, 0.632798, 0.185739], [0.283638, 1.032919, 0.063640], [-2.330531, 0.523055, -0.872953], [-2.308182, 0.534055, 0.775350], [-0.405468, -2.154563, -0.237214], [2.014903, -1.892933, 0.382504], [2.184420, 1.476677, 0.091522], [-0.043655, 2.073583, -0.000437]], "atomic_forces_ev_per_a": [[-0.381, 0.220, -0.069], [-0.134, 0.164, -0.185], [0.050, 0.239, -0.033], [-0.292, 2.306, 1.221], [-0.344, -1.746, -0.386], [-0.426, -0.448, 0.007], [-0.299, 0.014, 0.048], [-0.232, -0.003, -0.155], [0.482, 0.051, 0.075], [0.720, 1.651, -0.620], [0.328, -2.230, -0.081], [0.528, -0.218, 0.177]], "de_lowest_ev": 2.518, "max_force_ev_per_a": 2.63, "total_charge": 0, "e_tot_ha": -265.4430, "spin_multiplicity": 1, "mol_weight_g_mol": 82.106, "gap_ev": 9.04, "lumo_energy_ev": 1.03, "homo_ev": -8.008}

---

No. 2
{"formula": "C22H23N5O2S3Y", "method": "ωB97M-V/def2-TZVPD", "species": ["Y", "N", "C", "S", "N", "N", "C", "C", "C", "C", "C", "C", "C", "C", "C", "C", "C", "C", "N", "H", "H", "H", "H", "H", "H", "H", "H", "H", "H", "H", "O", "N", "C", "C", "C", "C", "C", "S", "H", "H", "H", "H", "O", "S", "C", "C", "C", "C", "H", "H", "H", "H", "H", "H", "H", "H"], "positions_angstrom": [[0.219793, 0.002063, 0.154959], [-0.730668, 2.645054, 3.809258], [-0.650228, 1.660848, 2.898415], [0.961630, 1.221417, 2.394515], [-1.816404, 1.174837, 2.514933], [-1.722754, 0.245506, 1.531910], [-2.797784, -0.413959, 1.256820], [-4.083305, -0.216670, 1.975391], [-4.477308, -1.127644, 2.948877], [-5.679749, -0.948828, 3.618061], [-6.488702, 0.133832, 3.309775], [-6.094391, 1.044186, 2.338802], [-4.889834, 0.875338, 1.674617], [-2.740872, -1.418114, 0.168278], [-3.832462, -2.229025, -0.122613], [-3.726199, -3.155831, -1.146995], [-2.540069, -3.262233, -1.853286], [-1.495392, -2.428275, -1.499046], [-1.587653, -1.528187, -0.520347], [0.096586, 3.011767, 4.241303], [-1.639171, 2.895051, 4.162942], [-3.839730, -1.970127, 3.189171], [-5.981147, -1.654604, 4.380481], [-7.427300, 0.273251, 3.829189], [-6.724269, 1.891784, 2.104118], [-4.568345, 1.591856, 0.929291], [-4.747323, -2.126117, 0.440319], [-4.567469, -3.790628, -1.390803], [-2.420971, -3.970388, -2.660093], [-0.539611, -2.476349, -2.007274], [2.042696, 0.888735, -0.744121], [2.137453, 2.195264, -1.019268], [3.372962, 2.740490, -0.967474], [3.564295, 4.057874, -1.266812], [2.452006, 4.826586, -1.624235], [1.207991, 4.252827, -1.655752], [1.021749, 2.896022, -1.335766], [-0.526027, 2.147242, -1.342181], [4.140527, 2.044572, -0.667429], [4.557316, 4.476851, -1.215410], [2.568205, 5.873357, -1.868469], [0.331223, 4.825996, -1.916854], [1.546669, -1.827317, -0.269337], [2.998237, -1.922536, -0.770136], [3.223517, -3.696627, -1.002607], [2.601501, -4.030904, -2.351709], [3.103934, -2.938118, -3.289299], [2.902205, -1.609007, -2.558904], [2.791067, -4.184316, -0.131312], [4.301544, -3.875094, -1.004853], [1.512495, -4.007444, -2.271839], [2.888624, -5.028415, -2.681067], [2.583252, -2.926080, -4.246071], [4.163233, -3.095023, -3.500756], [1.901089, -1.199303, -2.699983], [3.613554, -0.826260, -2.813602]], "atomic_forces_ev_per_a": [[0.521, -0.107, -0.234], [-0.008, -0.064, 0.045], [-0.188, 0.251, 0.113], [-0.107, -0.088, 0.008], [0.247, -0.089, -0.026], [-0.313, -0.095, 0.091], [-0.127, -0.004, -0.037], [0.075, 0.056, 0.071], [-0.032, 0.034, -0.007], [0.034, -0.033, -0.003], [-0.034, 0.028, 0.005], [0.008, 0.015, -0.004], [-0.011, -0.050, 0.000], [0.017, -0.024, 0.081], [0.066, 0.022, -0.116], [-0.039, 0.004, 0.028], [0.087, 0.020, -0.022], [-0.057, -0.008, 0.022], [0.014, 0.097, 0.067], [0.020, -0.009, -0.027], [0.008, 0.004, 0.015], [0.002, -0.007, 0.007], [-0.006, 0.000, 0.003], [-0.005, -0.007, 0.004], [0.001, 0.004, -0.004], [-0.001, 0.007, -0.003], [-0.004, 0.023, 0.018], [-0.005, -0.003, 0.000], [-0.003, -0.007, 0.000], [-0.010, -0.017, -0.021], [0.040, 0.059, -0.068], [0.008, -0.176, 0.013], [-0.070, 0.031, -0.029], [0.019, -0.045, 0.018], [0.009, 0.023, -0.007], [-0.011, -0.053, 0.015], [0.042, 0.138, -0.041], [-0.055, -0.166, 0.019], [0.047, 0.045, -0.011], [0.007, 0.009, -0.002], [0.011, 0.006, 0.001], [-0.018, -0.008, 0.000], [-0.130, 0.181, -0.089], [-0.088, 0.002, 0.175], [0.089, -0.015, -0.033], [-0.034, -0.028, 0.046], [0.030, 0.027, -0.033], [-0.043, 0.048, -0.083], [-0.040, -0.008, -0.012], [0.002, 0.030, 0.000], [-0.002, 0.002, -0.006], [0.006, 0.004, -0.007], [-0.017, -0.024, 0.011], [0.001, 0.013, 0.009], [0.007, -0.003, 0.037], [0.044, -0.044, 0.002]], "max_force_ev_per_a": 0.58, "total_charge": 1, "e_tot_ha": -2509.2479, "spin_multiplicity": 1, "mol_weight_g_mol": 574.566, "gap_ev": 7.38, "lumo_energy_ev": -3.10, "homo_ev": -10.483}

---

No. 3
{"formula": "C5H11F2N3S", "method": "ωB97M-V/def2-TZVPD", "species": ["C", "N", "S", "C", "N", "N", "H", "H", "H", "H", "H", "F", "C", "C", "C", "F", "H", "H", "H", "H", "H", "H"], "positions_angstrom": [[-1.616778, -0.173616, -1.000177], [-1.768162, -1.351178, -0.493757], [-3.477155, -1.548334, -0.132177], [-3.232818, -2.946434, 0.850267], [-4.266673, -3.397903, 1.415478], [-5.446934, -2.805179, 1.087026], [-0.622563, -0.046796, -1.689942], [-2.440142, 0.712519, -1.085535], [-2.133036, -3.211799, 1.047436], [-5.448688, -1.784977, 1.060394], [-6.142998, -3.272177, 1.662686], [6.482163, 2.043252, -0.020766], [5.432881, 2.607873, -0.662473], [4.334886, 2.592563, 0.441640], [3.024287, 3.087621, -0.185532], [2.408172, 1.999444, -0.957268], [5.065662, 2.075137, -1.723392], [5.600354, 3.721509, -0.964172], [4.199397, 1.424128, 0.727181], [4.777656, 3.198062, 1.236684], [3.190769, 3.996706, -0.734334], [2.292694, 3.448544, 0.656562]], "atomic_forces_ev_per_a": [[1.336, 0.471, -2.249], [-1.535, 2.426, -1.023], [1.643, 0.267, -0.516], [1.036, 0.434, 0.697], [0.917, -1.317, 0.555], [-0.625, -0.823, 0.107], [-2.210, 0.113, 2.224], [1.842, -2.240, 0.322], [-2.065, -0.038, -0.238], [-0.196, -0.182, 0.403], [-0.129, 0.894, -0.276], [1.350, -0.294, -0.760], [-2.693, 1.032, -1.855], [-0.327, -2.800, -1.988], [-1.502, -0.706, 2.707], [1.086, 2.211, 1.116], [1.290, 0.869, 2.984], [0.329, -1.842, 0.583], [0.273, 2.929, -0.225], [-0.712, -0.157, 0.207], [-0.052, -0.041, -1.174], [0.943, -1.207, -1.598]], "max_force_ev_per_a": 3.45, "total_charge": 0, "e_tot_ha": -959.1308, "spin_multiplicity": 1, "mol_weight_g_mol": 183.227, "gap_ev": 9.08, "lumo_energy_ev": 0.69, "homo_ev": -8.389}

---

No. 4
{"formula": "C9H18BrCl4NO6P", "method": "ωB97M-V/def2-TZVPD", "species": ["C", "C", "O", "N", "C", "P", "O", "O", "O", "C", "Br", "C", "O", "O", "H", "H", "H", "H", "H", "H", "H", "H", "H", "H", "Cl", "C", "C", "Cl", "H", "H", "H", "H", "Cl", "C", "C", "Cl", "H", "H", "H", "H"], "positions_angstrom": [[-3.085846, 1.129607, -1.020605], [-2.052392, 0.014188, -0.982377], [-1.233094, 0.094449, -2.153964], [-0.407116, -1.043943, -2.184661], [-0.850191, -1.952336, -3.232653], [-1.350954, -3.556353, -2.519551], [-1.156048, -4.685962, -3.428242], [-0.552073, -3.703904, -1.153929], [-2.914097, -3.391071, -2.120814], [1.015818, -0.738930, -2.162831], [1.438385, 1.119101, -2.649311], [1.590517, -1.033617, -0.745388], [2.290775, -2.053786, -0.711609], [1.283386, -0.253589, 0.187998], [-4.054443, 0.762592, -1.354408], [-3.195234, 1.503998, -0.004619], [-2.720718, 1.911329, -1.681782], [-2.528423, -0.968020, -0.968989], [-1.393494, 0.132073, -0.125007], [-1.721480, -1.546535, -3.744075], [-0.086035, -2.196640, -3.969629], [-0.830449, -3.086157, -0.465540], [-3.036103, -3.361369, -1.166274], [1.555806, -1.363928, -2.863824], [-1.567337, 0.503766, 2.597984], [-0.541661, 1.952048, 2.413354], [-1.331197, 3.220795, 2.613075], [-2.474099, 3.500728, 1.271527], [-0.069710, 1.912161, 1.431919], [0.237127, 1.884400, 3.171135], [-0.656376, 4.074724, 2.634878], [-1.893761, 3.196719, 3.542919], [3.549193, 2.958743, 2.076082], [3.492098, 1.173001, 2.186759], [4.415946, 0.645875, 3.249966], [6.141574, 0.873980, 2.841212], [3.728681, 0.773060, 1.205683], [2.466822, 0.893075, 2.416167], [4.255184, -0.424485, 3.361804], [4.241018, 1.130214, 4.207620]], "atomic_forces_ev_per_a": [[0.135, -0.550, 0.176], [0.263, 0.320, -0.036], [-0.335, -0.276, -0.038], [0.010, 0.095, -0.427], [-0.251, -0.300, 0.230], [0.139, -0.198, -0.569], [0.068, -0.017, -0.101], [-0.584, -0.279, 0.182], [0.272, 0.210, 0.363], [0.008, 0.137, 0.719], [0.023, -0.011, -0.285], [0.222, 0.423, 0.469], [0.100, -0.237, -0.038], [-0.242, 0.011, -0.161], [-0.033, 0.102, -0.242], [-0.140, 0.096, -0.244], [-0.100, 0.204, 0.058], [-0.053, -0.070, 0.159], [0.044, -0.215, 0.111], [0.034, 0.143, -0.101], [0.165, 0.161, -0.044], [0.528, 0.280, -0.026], [-0.197, -0.029, -0.027], [-0.118, -0.057, -0.156], [-0.052, 0.011, 0.073], [0.170, 0.018, -0.083], [0.152, 0.031, 0.041], [0.008, 0.265, 0.234], [-0.047, -0.136, -0.024], [-0.016, 0.020, 0.031], [0.051, -0.034, -0.051], [-0.091, -0.028, -0.051], [-0.031, 0.059, 0.059], [-0.012, -0.117, -0.119], [-0.101, -0.057, 0.070], [0.020, 0.026, 0.032], [-0.061, 0.004, -0.026], [-0.013, -0.036, -0.074], [0.012, -0.016, -0.075], [0.051, 0.050, -0.010]], "max_force_ev_per_a": 0.73, "total_charge": -1, "e_tot_ha": -5616.2010, "spin_multiplicity": 1, "mol_weight_g_mol": 488.934, "gap_ev": 7.61, "lumo_energy_ev": 2.42, "homo_ev": -5.194}

---

No. 5
{"formula": "F12InN3O12PS6", "method": "ωB97M-V/def2-TZVPD", "species": ["In", "P", "F", "F", "F", "F", "F", "F", "N", "S", "O", "O", "F", "S", "O", "O", "F", "N", "S", "O", "O", "F", "S", "O", "O", "F", "N", "S", "O", "O", "F", "S", "O", "O", "F"], "positions_angstrom": [[14.465300, 1.803740, -0.560800], [17.469050, 2.444760, 0.385170], [17.856000, 3.232340, 1.779320], [15.975630, 3.082290, 0.479810], [18.125880, 3.631700, -0.485210], [16.912640, 1.740740, -1.026410], [18.966020, 1.678860, 0.277220], [16.797940, 1.248000, 1.252090], [13.115730, 0.273520, -0.756330], [12.890200, -0.616290, -1.921170], [11.533970, -0.969980, -2.264540], [13.904190, -1.617050, -2.222100], [13.226060, 0.501570, -2.989560], [12.406860, -0.917120, 0.274550], [12.700730, -2.365040, 0.216800], [11.035360, -0.553540, 0.746920], [13.325550, -0.409280, 1.499320], [14.935820, 2.825690, -2.417430], [16.123320, 3.599820, -2.820620], [15.814890, 5.003750, -3.148240], [17.219410, 2.799810, -3.420940], [16.574130, 3.748150, -1.259780], [14.166240, 3.034780, -3.940300], [14.922670, 2.422850, -5.035400], [13.263910, 4.169420, -4.290100], [13.080760, 1.857320, -3.803510], [15.702280, 0.281230, -1.100950], [16.720130, -0.177280, -2.409340], [16.183010, -0.892350, -3.522200], [18.197540, -0.197810, -2.088280], [16.623680, 1.336010, -2.991500], [16.175720, -0.905270, -0.262260], [17.107900, -0.462810, 0.747530], [16.232130, -2.290360, -0.748770], [14.837480, -1.016360, 0.597090]], "atomic_forces_ev_per_a": [[1.792, 0.974, -0.727], [6.584, -1.692, 1.390], [-0.451, -0.617, -1.309], [-3.854, 0.791, 2.190], [5.427, -1.011, 4.581], [4.858, 3.706, 4.212], [-2.743, 0.594, 0.523], [-0.422, 6.608, 1.474], [-2.673, 0.212, 5.499], [1.888, -4.937, -12.723], [0.416, 0.491, 1.772], [-1.849, 1.272, 1.552], [0.711, -10.441, 6.672], [-3.879, -1.816, 8.424], [-0.483, 3.972, -1.025], [3.794, -0.379, -2.229], [-4.262, 1.244, 1.427], [-8.193, -2.157, -1.178], [12.311, 6.550, 1.069], [0.158, -2.814, -0.470], [-0.345, 13.219, -1.406], [-6.585, 4.437, -8.563], [-6.268, -1.679, -6.215], [0.119, 2.025, 2.452], [3.062, -2.042, 2.269], [-0.181, 11.910, -5.306], [-1.095, -6.365, -3.807], [4.592, 4.066, -4.718], [-0.081, -0.870, 1.571], [-4.787, -1.219, -0.211], [-2.869, -13.125, 1.142], [1.069, -5.866, 7.687], [0.155, -7.030, -3.797], [0.477, 2.920, -0.881], [3.608, -0.932, -1.342]], "de_lowest_ev": 16.923, "max_force_ev_per_a": 13.99, "total_charge": -1, "e_tot_ha": -5185.5292, "spin_multiplicity": 1, "mol_weight_g_mol": 800.179, "gap_ev": 5.11, "lumo_energy_ev": -2.35, "homo_ev": -7.466}

---

No. 6
{"formula": "C3H6N2O2", "method": "ωB97M-V/def2-TZVPD", "species": ["O", "C", "N", "C", "C", "N", "O", "H", "H", "H", "H", "H", "H"], "positions_angstrom": [[1.221704, -1.679498, -1.288534], [0.792826, -0.619746, -0.631776], [1.473572, 0.054873, 0.339756], [0.259341, 0.626975, 1.167510], [-1.045096, 0.411807, 0.305376], [-0.456842, 0.019010, -0.932755], [-1.178478, -0.704093, -2.071477], [2.480566, -0.105030, 0.797079], [0.418745, 1.804626, 1.095392], [-0.065138, 0.161004, 2.357427], [-1.691923, 1.357444, 0.361625], [-1.873378, -0.181783, 0.977384], [-0.335899, -1.145588, -2.477009]], "atomic_forces_ev_per_a": [[-1.944, 5.008, 2.288], [2.390, -4.764, -3.398], [-1.298, 0.146, 2.850], [0.069, 2.144, 1.606], [-2.629, 0.519, 2.955], [0.551, -2.087, -1.655], [2.733, 0.547, 1.904], [-3.570, -0.164, -1.727], [-0.188, -2.554, 1.143], [1.917, 1.512, -3.661], [1.478, -0.675, -1.115], [2.252, -0.260, -2.186], [-1.761, 0.627, 0.998]], "de_lowest_ev": 5.805, "max_force_ev_per_a": 6.32, "total_charge": 0, "e_tot_ha": -377.7460, "spin_multiplicity": 1, "mol_weight_g_mol": 102.093, "gap_ev": 9.79, "lumo_energy_ev": 0.57, "homo_ev": -9.220}